# 1
Computed, not measured: 2 unconnected molecules or ions with the total composition H4O2, with ωB97M-V/def2-TZVPD.

Each line ends with the Mulliken charge.
Positions of all 6 atoms, in Å:
O (-1.126937, 0.064212, -0.026963)  -0.686
H (-0.856885, -0.272184, -0.905486)  0.328
H (-1.702655, -0.617793, 0.374873)  0.333
O (1.536702, 0.302665, 0.411650)  -0.644
H (0.636936, 0.457456, 0.685445)  0.393
H (1.512839, 0.065644, -0.539518)  0.276

Force components x, y, z for each atom (eV/Å):
O -0.6 -0.6 -0.3
H -0.4 0.1 0.8
H 0.5 0.5 -0.5
O 1.2 -0.2 -0.9
H -0.6 -0.1 -0.2
H -0.1 0.3 1.1

Results
- orbital gap (eV) = 11.5
- SMILES = O.O
- relative energy (zero: lowest compared OMol25 entry of this formula, charge and spin) (kcal per mole) = 4.7
- 2S+1 = 1
- charge = 0

# 2
Computed, not measured: 2 unconnected molecules or ions with the total composition H4O2, with ωB97M-V/def2-TZVPD.

Each line ends with the Mulliken charge.
Positions of all 6 atoms, in Å:
O (-9.480695, -6.096598, -4.497583)  -0.606
H (-10.196310, -6.581344, -4.386312)  0.282
H (-9.073502, -6.446993, -5.322887)  0.323
O (9.302855, 6.293205, 4.881445)  -0.632
H (9.398917, 7.165914, 4.747212)  0.296
H (10.048735, 5.665816, 4.578125)  0.336

Force components x, y, z for each atom (eV/Å):
O 5.7 3.0 -1.9
H -5.4 -3.5 1.0
H -0.4 0.5 1.0
O 0.3 -6.9 0.5
H 1.4 4.4 -1.1
H -1.7 2.5 0.6

Results
- orbital gap (eV) = 12.7
- SMILES = O.O
- relative energy (zero: lowest compared OMol25 entry of this formula, charge and spin) (kcal per mole) = 19.5
- 2S+1 = 1
- charge = 0

# 3
Computed, not measured: 2 unconnected molecules or ions with the total composition H4O2, with ωB97M-V/def2-TZVPD.

Each line ends with the Mulliken charge.
Positions of all 6 atoms, in Å:
O (-1.459281, -0.099028, -0.014907)  -0.650
H (-1.701217, 0.867547, 0.050651)  0.311
H (-0.503856, -0.083518, 0.149438)  0.379
O (1.295233, 0.025030, -0.036288)  -0.662
H (1.523148, -0.851891, 0.115245)  0.308
H (1.994310, 0.659845, 0.094222)  0.314

Force components x, y, z for each atom (eV/Å):
O -0.5 1.7 0.3
H 0.3 -1.7 -0.1
H -0.1 0.1 -0.2
O -1.5 2.3 -0.7
H 1.3 -2.1 0.5
H 0.5 -0.3 0.2

Results
- orbital gap (eV) = 11.4
- SMILES = O.O
- relative energy (zero: lowest compared OMol25 entry of this formula, charge and spin) (kcal per mole) = 5.1
- 2S+1 = 1
- charge = 0

# 4
Computed, not measured: 2 unconnected molecules or ions with the total composition H4O2, with ωB97M-V/def2-TZVPD.

Each line ends with the Mulliken charge.
Positions of all 6 atoms, in Å:
O (-0.992587, 0.234593, 0.235218)  -0.639
H (-1.157467, 1.095383, 0.620028)  0.305
H (-1.665657, -0.330667, 0.614308)  0.310
O (1.547593, -0.575517, -0.623232)  -0.634
H (0.643153, -0.787247, -0.392172)  0.371
H (1.624963, 0.363453, -0.454152)  0.287

Force components x, y, z for each atom (eV/Å):
O -0.1 -0.1 -0.1
H 0.0 0.3 0.1
H -0.2 -0.2 0.1
O 0.6 -0.4 -0.2
H -0.2 0.2 0.1
H -0.1 0.1 0.0

Results
- orbital gap (eV) = 11.4
- SMILES = O.O
- relative energy (zero: lowest compared OMol25 entry of this formula, charge and spin) (kcal per mole) = 2.8
- 2S+1 = 1
- charge = 0

# 5
Computed, not measured: 2 unconnected molecules or ions with the total composition H4O2, with ωB97M-V/def2-TZVPD.

Each line ends with the Mulliken charge.
Positions of all 6 atoms, in Å:
O (-1.742934, 0.169383, -0.182361)  -0.612
H (-0.802304, -0.017833, -0.016880)  0.265
H (-2.201085, -0.654294, 0.053823)  0.322
O (1.832386, -0.026451, -0.207673)  -0.612
H (0.981842, -0.319853, 0.169642)  0.304
H (1.932094, 0.849050, 0.183449)  0.333

Force components x, y, z for each atom (eV/Å):
O 0.3 -0.5 0.3
H -0.8 0.2 -0.2
H 0.2 0.4 -0.1
O -0.8 0.0 0.4
H 0.8 -0.1 -0.3
H 0.2 0.0 -0.1

Results
- orbital gap (eV) = 12.4
- SMILES = O.O
- relative energy (zero: lowest compared OMol25 entry of this formula, charge and spin) (kcal per mole) = 8.1
- 2S+1 = 1
- charge = 0

# 6
Computed, not measured: 2 unconnected molecules or ions with the total composition H4O2, with ωB97M-V/def2-TZVPD.

Each line ends with the Mulliken charge.
Positions of all 6 atoms, in Å:
O (-0.597602, -0.630860, 1.502073)  -0.629
H (-0.842302, 0.050510, 2.128243)  0.319
H (-1.273792, -1.301190, 1.600393)  0.318
O (1.289448, 0.641700, -1.808457)  -0.646
H (0.583558, 0.832700, -2.426087)  0.312
H (0.840688, 0.407140, -0.996167)  0.326

Force components x, y, z for each atom (eV/Å):
O 0.2 0.0 -0.2
H 0.0 0.2 0.2
H -0.1 -0.2 0.0
O 0.2 0.0 -0.1
H -0.1 0.0 -0.2
H -0.1 -0.1 0.3

Results
- orbital gap (eV) = 12.1
- SMILES = O.O
- relative energy (zero: lowest compared OMol25 entry of this formula, charge and spin) (kcal per mole) = 3.1
- 2S+1 = 1
- charge = 0

# 7
Computed, not measured: 2 unconnected molecules or ions with the total composition H4O2, with ωB97M-V/def2-TZVPD.

Each line ends with the Mulliken charge.
Positions of all 6 atoms, in Å:
O (-1.176364, -0.186308, -0.028935)  -0.624
H (-1.384765, 0.740408, 0.076367)  0.304
H (-2.089453, -0.550890, -0.139841)  0.316
O (1.862838, -0.230024, -0.043896)  -0.649
H (0.997779, -0.558814, 0.215910)  0.348
H (1.789964, 0.785628, -0.079606)  0.305

Force components x, y, z for each atom (eV/Å):
O -1.5 -0.6 -0.1
H 0.3 0.6 0.1
H 1.3 0.0 0.1
O 0.3 2.4 -0.1
H -0.3 0.2 -0.1
H 0.0 -2.6 0.1

Results
- orbital gap (eV) = 11.5
- SMILES = O.O
- relative energy (zero: lowest compared OMol25 entry of this formula, charge and spin) (kcal per mole) = 4.9
- 2S+1 = 1
- charge = 0

# 8
Computed, not measured: 2 unconnected molecules or ions with the total composition H4O2, with ωB97M-V/def2-TZVPD.

Each line ends with the Mulliken charge.
Positions of all 6 atoms, in Å:
O (-1.344736, 0.714346, 0.366216)  -0.672
H (-0.479806, 0.453591, -0.149673)  0.390
H (-1.184370, 1.560080, 0.735029)  0.295
O (0.662013, -0.748095, -0.409305)  -0.678
H (1.409388, -0.918383, -1.028537)  0.329
H (0.937511, -1.061540, 0.486270)  0.336

Force components x, y, z for each atom (eV/Å):
O 1.7 -1.7 -1.7
H -2.4 0.7 1.4
H 0.2 1.3 0.5
O 1.4 -0.8 0.1
H -0.8 0.1 0.9
H -0.3 0.3 -1.2

Results
- orbital gap (eV) = 11.2
- SMILES = O.O
- relative energy (zero: lowest compared OMol25 entry of this formula, charge and spin) (kcal per mole) = 6.1
- 2S+1 = 1
- charge = 0

Sequential lowest unoccupied orbital energy output: 0.56, 1.13, 0.67, 0.57, 0.52, 0.76, 0.56, 0.60 eV